1.
DFT (ωB97M-V/def2-TZVPD) results for the ion C21H21O7 with charge -1.

LUMO	0.105	Eh
energy relative to the best compared isomer or geometry (same formula, charge and spin)	94.1	kJ/mol
total charge	-1
HOMO	-4.25	eV
HOMO-LUMO gap	7.10	eV
structure (SMILES)	COc1ccc([C@H](Oc2cccc(OC)c2)C2=C([O-])OC(C)(C)OC2=O)cc1

Element x y z (Å)
1 C -5.416 -2.201 2.905
2 O -4.927 -0.886 3.289
3 C -3.715 -0.379 2.897
4 C -3.440 0.967 3.293
5 C -2.197 1.536 3.058
6 C -1.131 0.775 2.592
7 C 0.231 1.336 2.614
8 C 1.288 0.325 2.699
9 C 2.625 0.891 2.752
10 O 2.844 2.071 2.653
11 O 3.660 0.045 3.025
12 C 3.357 -1.372 3.034
13 C 3.111 -1.892 1.632
14 C 4.546 -2.072 3.693
15 O 2.237 -1.579 3.927
16 C 1.121 -0.803 3.664
17 O 0.140 -1.043 4.333
18 C -1.414 -0.508 2.095
19 C -2.680 -1.109 2.240
20 H -6.429 -2.171 3.315
21 H -5.450 -2.332 1.813
22 H -4.847 -3.009 3.384
23 H -4.217 1.469 3.885
24 H -2.057 2.603 3.247
25 H 0.399 2.356 3.234
26 H 2.224 -1.480 1.142
27 H 3.996 -1.631 1.048
28 H 3.017 -2.980 1.715
29 H 4.646 -1.722 4.729
30 H 4.310 -3.142 3.666
31 H 5.419 -1.810 3.086
32 H -0.656 -1.080 1.578
33 H -2.822 -2.196 1.992
34 C 4.940 2.815 -2.434
35 O 3.917 2.276 -1.559
36 C 3.032 3.010 -0.810
37 C 2.916 4.457 -0.786
38 C 2.015 4.986 0.185
39 C 1.112 4.176 0.868
40 C 1.017 2.744 0.646
41 O 0.053 1.984 1.109
42 C 2.088 2.199 -0.138
43 H 5.365 1.990 -3.015
44 H 4.522 3.553 -3.132
45 H 5.754 3.260 -1.842
46 H 3.489 5.088 -1.513
47 H 1.936 6.089 0.348
48 H 0.363 4.552 1.615
49 H 2.070 1.104 -0.341

=====

2.
DFT (ωB97M-V/def2-TZVPD) results for a structure of composition C21H22AlBeBr2CaCl2F8KO9.

LUMO	-0.127	Eh
HOMO	-5.72	eV
HOMO-LUMO gap	2.27	eV

Element x y z (Å)
1 C 4.688 -2.278 2.171
2 C 4.733 -2.522 0.650
3 Cl 6.279 -1.748 0.039
4 C 3.590 -1.829 -0.148
5 C 2.276 -1.881 0.597
6 C 1.636 -0.759 0.980
7 C 1.862 0.655 0.541
8 C 2.968 1.185 1.531
9 C 4.290 1.589 0.859
10 O 3.295 2.566 1.399
11 C 0.712 -1.296 2.050
12 O 0.323 -0.781 3.047
13 O 0.424 -2.622 1.744
14 C 1.487 -3.098 1.027
15 O 1.778 -4.223 0.783
16 H 3.991 -1.493 2.483
17 H 4.455 -3.179 2.752
18 H 5.683 -1.946 2.492
19 H 4.792 -3.590 0.426
20 H 3.904 -0.786 -0.251
21 H 3.489 -2.275 -1.146
22 H 0.990 1.300 0.689
23 H 2.292 0.738 -0.458
24 H 3.036 0.711 2.518
25 H 4.346 1.632 -0.224
26 H 5.133 1.613 1.543
27 F 0.366 3.462 -1.072
28 C 0.649 4.628 -0.515
29 C 1.111 5.685 -1.313
30 C 1.405 6.918 -0.747
31 C 1.242 7.101 0.671
32 C 0.781 6.032 1.454
33 C 0.474 4.779 0.848
34 H 1.234 5.533 -2.378
35 H 1.747 7.724 -1.359
36 H 1.476 8.091 1.154
37 H 0.662 6.161 2.528
38 H 0.108 3.943 1.438
39 C -2.343 -3.735 -1.503
40 C -2.133 -3.571 -2.990
41 O -2.071 -2.167 -3.349
42 C -0.919 -1.569 -3.191
43 O 0.080 -2.113 -2.782
44 C -1.035 -0.089 -3.697
45 F -2.156 0.481 -3.242
46 F -1.055 -0.028 -5.040
47 F -0.017 0.699 -3.328
48 H -3.226 -3.186 -1.178
49 H -2.471 -4.784 -1.246
50 H -1.493 -3.342 -0.941
51 H -2.980 -3.985 -3.533
52 H -1.240 -4.091 -3.336
53 F -5.499 -4.833 3.066
54 Al -4.379 -3.924 2.178
55 F -2.915 -3.799 3.047
56 F -5.014 -2.283 1.916
57 F -4.093 -4.672 0.682
58 Ca 2.771 5.141 1.291
59 C -7.435 -2.064 -0.210
60 O -7.994 -3.057 0.292
61 O -8.080 -0.892 0.176
62 O -6.464 -1.946 -0.959
63 H -8.737 -1.388 0.707
64 Be -3.134 -1.064 1.769
65 Br 1.261 9.399 -0.097
66 Br -1.884 1.102 -1.014
67 K -8.887 0.579 -1.209
68 Cl -0.168 -0.557 -1.081

=====

3.
DFT (ωB97M-V/def2-TZVPD) results for a structure of composition C21H22BrGeN4O3Sn.

LUMO	-0.121	Eh
energy relative to the best compared isomer or geometry (same formula, charge and spin)	0.0	kJ/mol
total charge	+1
HOMO	-10.11	eV
HOMO-LUMO gap	6.81	eV

Element x y z (Å)
1 Sn 0.407 -0.592 0.139
2 O -2.710 -1.281 3.076
3 C -2.061 -1.255 2.057
4 N -1.060 -0.310 1.736
5 C -1.084 0.879 2.447
6 O -1.645 1.116 3.500
7 C -0.288 2.011 1.823
8 C -0.339 3.292 2.368
9 C 0.331 4.312 1.724
10 C 1.055 4.017 0.579
11 C 1.076 2.695 0.117
12 N 0.411 1.729 0.714
13 C -2.371 -2.214 0.935
14 C -3.463 -3.066 0.971
15 C -3.755 -3.704 -0.242
16 C -2.991 -3.501 -1.348
17 C -1.899 -2.667 -1.238
18 N -1.599 -2.034 -0.126
19 H -0.903 3.419 3.266
20 H 0.260 5.294 2.137
21 H 1.545 4.777 0.019
22 H 1.616 2.449 -0.772
23 H -4.072 -3.150 1.857
24 H -4.636 -4.323 -0.327
25 H -3.236 -3.967 -2.286
26 H -1.254 -2.424 -2.080
27 O 4.124 0.584 5.602
28 C 3.414 0.174 4.546
29 C 2.197 -0.495 4.630
30 C 1.511 -0.741 3.474
31 N 1.951 -0.446 2.242
32 C 3.154 0.091 2.195
33 Br 3.776 0.516 0.488
34 C 3.898 0.459 3.288
35 H 3.656 0.308 6.399
36 H 1.768 -0.843 5.525
37 H 0.559 -1.291 3.516
38 H 4.839 0.959 3.210
39 C 1.671 1.431 -3.472
40 Ge -0.359 -0.422 -4.553
41 C -0.976 -2.252 -4.734
42 C -1.738 0.844 -5.301
43 C 1.242 0.001 -3.826
44 H 0.857 2.159 -3.558
45 H 2.527 1.742 -4.092
46 H 2.027 1.427 -2.424
47 H -0.881 -2.592 -5.766
48 H -2.016 -2.426 -4.474
49 H -0.399 -2.939 -4.156
50 H -1.818 0.481 -6.328
51 H -1.513 1.923 -5.288
52 H -2.662 0.660 -4.764
53 H 1.858 -0.813 -3.425